[1]
{
  "formula": "C2H2EuF2LiO",
  "method": "ωB97M-V with the def2-TZVPD basis set",
  "multiplicity": 9,
  "homo_lumo_gap_ev": [7.166, 8.358],
  "de_lowest_ev": 7.775,
  "s_squared": 20.2169,
  "total_charge": 2,
  "species": ["C", "F", "H", "F", "Eu", "H", "Li", "C", "O"],
  "coordinates": [[1.133, 0.202, -1.639], [0.667, -1.349, -1.577], [2.022, 0.787, -1.418], [-1.571, -0.358, 2.760], [-0.443, -1.814, 2.037], [0.147, 1.297, -1.590], [-1.829, 1.260, 2.087], [-0.047, 0.094, -0.971], [-0.078, -0.118, 0.312]],
  "forces_ev_per_angstrom": [[-0.3, -0.9, -0.2], [0.7, -2.6, -1.5], [0.6, -0.4, -0.3], [-1.8, 2.6, 1.0], [2.0, -2.7, -1.2], [-3.1, -0.2, 0.5], [-0.2, 0.1, 0.2], [4.6, 3.8, 3.2], [-2.6, 0.4, -1.6]]
}

=====

[2]
{
  "formula": "C2H2EuFO2",
  "method": "ωB97M-V with the def2-TZVPD basis set",
  "multiplicity": 9,
  "homo_lumo_gap_ev": [6.874, 8.292],
  "s_squared": 20.0135,
  "species": ["Eu", "O", "H", "F", "C", "O", "C", "H"],
  "coordinates": [[-1.215, 1.467, -0.313], [0.735, 0.847, 0.907], [1.768, -1.126, -0.141], [-2.298, 3.229, -0.417], [1.011, -0.353, 0.842], [-0.549, -0.605, -0.900], [0.368, -1.219, -0.174], [0.179, -2.241, 0.197]],
  "forces_ev_per_angstrom": [[0.0, 0.2, 0.2], [1.6, -0.5, 0.4], [-0.8, 0.0, -1.4], [-0.8, 1.2, -0.2], [-1.8, 0.2, 0.2], [1.5, -2.0, -0.6], [-0.4, 0.8, 2.0], [0.7, 0.2, -0.6]]
}

=====

[3]
{
  "formula": "C2H2F2",
  "method": "ωB97M-V with the def2-TZVPD basis set",
  "smiles": "C=C(F)F",
  "homo_lumo_gap_ev": 10.507,
  "de_lowest_ev": 2.381,
  "species": ["F", "C", "F", "H", "H", "C"],
  "coordinates": [[-0.488, 0.767, 0.991], [-0.111, 0.090, -0.020], [0.165, -1.274, 0.210], [0.905, 1.646, -1.506], [0.642, -0.702, -1.696], [0.338, 0.513, -1.249]],
  "forces_ev_per_angstrom": [[-0.6, 0.0, 1.3], [3.3, -0.9, -4.1], [-1.8, 2.1, 0.9], [-2.5, -3.8, 0.6], [-0.5, 4.7, 0.4], [2.0, -2.0, 0.9]]
}

=====

[4]
{
  "formula": "C2H2F2",
  "method": "ωB97M-V with the def2-TZVPD basis set",
  "smiles": "C#CF.F",
  "homo_lumo_gap_ev": 11.045,
  "de_lowest_ev": 2.236,
  "species": ["C", "H", "C", "F", "H", "F"],
  "coordinates": [[-0.519, -0.791, 0.318], [-1.283, -1.272, -0.184], [0.337, -0.195, 0.899], [0.016, 2.177, -1.185], [0.196, 3.107, -1.332], [1.323, 0.343, 1.480]],
  "forces_ev_per_angstrom": [[1.1, 0.8, 0.8], [-1.0, -0.6, -0.6], [-0.6, -0.8, -0.6], [0.4, 1.8, -0.3], [-0.3, -1.8, 0.3], [0.5, 0.5, 0.4]]
}

=====

Max |F| / Eh/bohr: 0.132; 0.051; 0.105; 0.036